No. 1
Entry from OMol25: 2 unconnected molecules or ions with the total composition C2H4N2O (wB97M-V/def2-TZVPD).

```
! RIJCOSX wB97M-V def2-TZVPD def2/J DEFGRID3
* xyz 0 1
C 2.20 0.15 0.01
C -1.48 -0.64 0.08
N 1.27 0.89 -0.04
N -1.04 0.53 0.01
O 3.10 -0.55 -0.14
H -1.70 -1.33 -0.84
H -1.63 -1.23 1.11
H 0.46 1.20 0.65
H -1.18 0.98 -0.83
*
```

Values from the calculation:
Energy relative to the best compared isomer or geometry (same formula, charge and spin)   41.0 kcal/mol
SMILES string   N=C=O.C=N
Gap between HOMO and LUMO   10.86 eV
E_HOMO   -10.13 eV
Total energy   -7164.702 eV

---

No. 2
Entry from OMol25: 2 unconnected molecules or ions with the total composition C2H4N2O2 (wB97M-V/def2-TZVPD).

```
! RIJCOSX wB97M-V def2-TZVPD def2/J DEFGRID3
* xyz 0 1
C -0.69 -0.89 0.07
C -1.49 0.31 0.12
N 2.34 -0.51 -0.08
N 1.27 0.11 0.02
O -0.62 -2.05 -0.03
O 1.09 1.35 0.07
H -2.39 -0.03 0.48
H -1.68 0.51 -1.04
H -1.09 1.23 0.52
H 3.27 -0.04 -0.13
*
```

Values from the calculation:
Energy relative to the best compared isomer or geometry (same formula, charge and spin)   133.3 kcal/mol
Gap between HOMO and LUMO   8.66 eV
E_HOMO   -8.66 eV
Total energy   -9209.442 eV

---

No. 3
Entry from OMol25: a molecular structure, C2H4N2O2 (wB97M-V/def2-TZVPD).

```
! RIJCOSX wB97M-V def2-TZVPD def2/J DEFGRID3
* xyz 0 1
C 0.00 -0.99 0.01
C -0.07 -0.31 -1.32
H 0.21 0.65 2.45
H -0.07 -2.07 0.39
H 0.41 -0.89 -2.28
H -0.32 1.32 0.14
N 0.29 -0.05 0.85
N -0.48 0.85 -1.58
O 0.84 -0.30 2.03
O -0.82 1.80 -0.68
*
```

Values from the calculation:
Energy relative to the best compared isomer or geometry (same formula, charge and spin)   178.3 kcal/mol
Gap between HOMO and LUMO   9.00 eV
E_HOMO   -9.05 eV
Total energy   -9207.492 eV